1.
{"formula": "C5H8O", "method": "the ωB97M-V functional and the def2-TZVPD basis", "homo_ev": -8.721, "energy_ev": -7357.1358, "relative_energy_ev": 5.119, "fmax_ev_per_a": 1.28, "symbols": ["C", "C", "C", "C", "C", "O", "H", "H", "H", "H", "H", "H", "H", "H"], "xyz": [[1.831, -1.342, 0.869], [0.629, -1.397, 1.433], [-1.463, 0.060, 0.056], [-0.946, 1.444, -0.193], [-0.604, 0.960, -1.595], [-1.383, -0.220, -1.260], [2.114, -2.015, 0.063], [2.587, -0.632, 1.199], [0.341, -0.730, 2.242], [-0.130, -2.103, 1.109], [-0.383, 2.138, 0.432], [-2.045, 1.676, -0.121], [-0.982, 1.509, -2.461], [0.436, 0.652, -1.775]], "mulliken_charge": [-0.42, -0.59, -0.36, -0.23, -0.29, -0.19, 0.24, 0.24, 0.27, 0.28, 0.38, 0.20, 0.24, 0.23]}



2.
{"formula": "C2H2S3", "method": "the ωB97M-V functional and the def2-TZVPD basis", "homo_ev": -9.036, "energy_ev": -34608.8347, "relative_energy_ev": 2.268, "fmax_ev_per_a": 2.34, "symbols": ["C", "C", "S", "S", "S", "H", "H"], "xyz": [[1.672, 1.220, -0.373], [-2.707, -0.739, 0.022], [2.517, -0.033, 0.288], [-2.976, -1.946, 0.907], [-2.532, 0.507, -0.904], [2.347, 2.082, -0.165], [1.679, -1.090, 0.225]], "mulliken_charge": [-0.25, 0.52, -0.05, -0.30, -0.23, 0.16, 0.15]}



3.
{"formula": "C10H18O2P2", "method": "the ωB97M-V functional and the def2-TZVPD basis", "homo_ev": -8.119, "energy_ev": -33330.2280, "fmax_ev_per_a": 5.01, "smiles": "CC(C)(C)P=C=O.CC(C)(C)P=C=O", "symbols": ["C", "C", "C", "C", "C", "C", "C", "C", "C", "C", "O", "O", "P", "P", "H", "H", "H", "H", "H", "H", "H", "H", "H", "H", "H", "H", "H", "H", "H", "H", "H", "H"], "xyz": [[-1.715, 1.558, -0.410], [1.692, -1.993, 0.110], [3.846, 1.413, 0.837], [4.193, -0.399, -0.943], [2.214, 1.246, -1.066], [-2.785, -0.277, 1.703], [-4.338, 0.143, -0.271], [-3.077, -1.963, -0.135], [3.155, 0.472, -0.156], [-3.008, -0.510, 0.164], [-1.837, 2.676, -0.174], [1.549, -3.054, -0.383], [2.020, -0.623, 0.908], [-1.478, 0.009, -0.867], [4.364, 2.229, 0.362], [2.937, 1.834, 1.538], [4.418, 0.790, 1.670], [3.642, -0.907, -1.635], [5.039, -0.899, -0.314], [4.794, 0.203, -1.599], [2.507, 2.276, -0.946], [2.249, 0.896, -2.145], [1.091, 1.206, -0.889], [-2.009, -0.790, 2.179], [-2.542, 0.741, 1.837], [-3.812, -0.548, 2.141], [-5.107, -0.396, 0.125], [-4.377, 0.530, -1.250], [-4.456, 1.046, 0.246], [-3.269, -2.010, -1.150], [-2.100, -2.265, 0.201], [-3.799, -2.637, 0.310]], "mulliken_charge": [0.66, 0.70, -1.50, -1.76, -0.97, -1.39, -1.88, -1.93, 1.36, 1.21, -0.38, -0.41, -0.44, -0.22, 0.41, 0.34, 0.36, 0.55, 0.28, 0.47, 0.35, 0.31, -0.18, 0.40, 0.45, 0.32, 0.53, 0.45, 0.53, 0.55, 0.46, 0.36]}



4.
{"formula": "C8H18GdO4", "method": "the ωB97M-V functional and the def2-TZVPD basis", "multiplicity": 9, "s_squared": 21.0305, "homo_ev": [-14.230, -16.039], "energy_ev": -37590.4212, "fmax_ev_per_a": 3.70, "total_charge": 2, "symbols": ["C", "O", "C", "C", "C", "O", "C", "Gd", "H", "H", "H", "H", "H", "H", "H", "H", "H", "H", "H", "H", "O", "C", "C", "O", "C", "H", "H", "H", "H", "H", "H"], "xyz": [[-3.410, 2.289, -0.436], [-2.284, 1.413, -0.391], [-2.542, 0.194, 0.322], [-1.292, -0.638, 0.429], [-0.745, -1.203, -0.859], [-0.108, -0.167, -1.626], [0.680, -0.666, -2.706], [-0.467, 2.020, -1.499], [-3.119, 3.177, -1.007], [-4.248, 1.785, -0.937], [-3.693, 2.578, 0.586], [-3.337, -0.350, -0.214], [-2.905, 0.463, 1.324], [-1.480, -1.463, 1.123], [-1.535, -1.655, -1.479], [0.012, -1.968, -0.640], [1.117, 0.195, -3.224], [1.478, -1.309, -2.311], [0.042, -1.232, -3.397], [-0.355, -0.101, 1.173], [4.147, -2.011, 2.118], [3.434, -1.591, 1.046], [2.896, -0.174, 1.129], [1.894, -0.122, 2.131], [1.060, 0.950, 2.069], [2.593, -2.298, 0.848], [4.066, -1.677, 0.128], [2.502, 0.116, 0.140], [3.698, 0.533, 1.401], [0.346, 1.005, 2.892], [1.557, 1.908, 1.866]], "mulliken_spin": [0.03, 0.00, -0.03, -0.02, -0.04, 0.28, 0.01, 7.84, 0.00, 0.00, 0.00, 0.00, 0.00, 0.00, -0.01, 0.01, 0.02, 0.00, -0.02, 0.03, -0.89, 0.00, -0.03, 0.17, 0.73, -0.05, -0.06, -0.01, 0.00, 0.01, 0.02]}



5.
{"formula": "CH4N2OS2", "method": "the ωB97M-V functional and the def2-TZVPD basis", "homo_ev": -8.580, "energy_ev": -27798.8468, "relative_energy_ev": 1.057, "fmax_ev_per_a": 2.50, "symbols": ["C", "N", "N", "O", "S", "S", "H", "H", "H", "H"], "xyz": [[0.091, 0.078, 0.084], [0.823, -2.561, 0.591], [-0.616, 2.530, -0.251], [-0.995, 0.029, 0.557], [1.369, -1.108, -0.189], [0.740, 1.543, -0.642], [0.407, -3.294, -0.064], [0.142, -2.437, 1.410], [-0.478, 3.284, -0.944], [-1.484, 1.936, -0.552]], "mulliken_charge": [0.49, -0.54, -0.53, -0.50, 0.01, -0.02, 0.26, 0.29, 0.27, 0.28]}



6.
{"formula": "C4H6MgO4Sn", "method": "the ωB97M-V functional and the def2-TZVPD basis", "homo_ev": [-7.046, -7.044], "energy_ev": -23705.2924, "relative_energy_ev": 4.658, "fmax_ev_per_a": 7.76, "symbols": ["O", "Mg", "O", "C", "C", "O", "C", "C", "O", "Sn", "H", "H", "H", "H", "H", "H"], "xyz": [[-1.096, -2.579, -3.407], [-0.659, -1.249, -2.265], [-2.041, -0.990, 1.209], [-2.195, -0.502, 0.048], [-1.207, 0.264, -0.590], [-0.202, 0.652, 0.306], [1.177, 0.587, -0.079], [1.982, 0.736, 1.212], [1.509, -0.116, 2.203], [-0.340, -0.403, 2.020], [-3.129, -0.741, -0.513], [-1.538, 1.044, -1.291], [1.401, 1.370, -0.816], [1.371, -0.407, -0.521], [1.928, 1.798, 1.526], [3.040, 0.534, 0.958]], "mulliken_charge": [-0.81, 0.57, -0.54, 0.20, -0.68, -0.33, -0.28, -0.46, -0.54, 0.61, 0.40, 0.53, 0.39, 0.31, 0.27, 0.36]}



Q: Number 1 is which compound?
A: C5H8O